An isolated ion of composition C3HO3 and charge -1, computed with ωB97M-V/def2-TZVPD.

Bonds (Å) are listed after each position.
Positions of all 7 atoms, in Å:
1 O -2.132 0.484 0.087  C5 1.263
2 O 2.326 -0.444 -0.649  C4 1.170
3 O -0.961 -1.203 -0.892  C5 1.185
4 C 1.423 0.096 -0.139  O2 1.170, C6 1.277
5 C -1.142 -0.219 -0.258  O1 1.263, O3 1.185, C6 1.723
6 C 0.320 0.350 0.454  C4 1.277, C5 1.723, H7 1.121
7 H 0.167 0.935 1.397  C6 1.121

Output
Total charge: -1
SMILES: O=C=CC(=O)[O-]
Energy above the lowest of the compared OMol25 structures with the same formula, charge and spin, kcal/mol: 7.7
Orbital gap, eV: 8.3950
Highest occupied orbital energy, Eh: -0.15815
E, eV: -9270.110

How is the electron density shared among the atoms? According to Löwdin, the charges in e are: O -0.098; O 0.086; O 0.008; C -0.327; C -0.724; C -0.032; H 0.087

=====

One molecule with the formula C3N2O, computed with ωB97M-V/def2-TZVPD.

Bonds (Å) are listed after each position.
Positions of all 6 atoms, in Å:
1 O -0.463 2.433 -0.378  C5 1.154
2 N -0.647 -1.099 0.201  C4 1.393, C6 1.269
3 N 1.878 -1.481 0.171  C4 1.166
4 C 0.741 -1.227 0.185  N2 1.393, N3 1.166
5 C -0.432 1.294 -0.200  O1 1.154, C6 1.392
6 C -1.077 0.080 0.020  N2 1.269, C5 1.392

Output
SMILES: N#CN=C=C=O
Energy above the lowest of the compared OMol25 structures with the same formula, charge and spin, kcal/mol: 49.3
Orbital gap, eV: 8.0567
Highest occupied orbital energy, Eh: -0.37855
E, eV: -8134.522

How is the electron density shared among the atoms? According to Löwdin, the charges in e are: O 0.215; N 0.070; N 0.159; C -0.304; C -0.111; C -0.030

=====

One molecule with the formula C3N2O3, computed with ωB97M-V/def2-TZVPD.

Bonds (Å) are listed after each position.
Positions of all 8 atoms, in Å:
1 O -2.445 1.754 -0.619  C6 1.136
2 O 2.158 0.123 2.005  C8 1.149
3 O -0.310 -1.356 -1.531  C7 1.188
4 N 1.099 -0.976 0.210  C7 1.372, C8 1.213
5 N -0.567 0.466 -0.137  C6 1.201, C7 1.390
6 C -1.563 1.054 -0.462  O1 1.136, N5 1.201
7 C 0.061 -0.670 -0.634  O3 1.188, N4 1.372, N5 1.390
8 C 1.568 -0.396 1.167  O2 1.149, N4 1.213

Output
Energy above the lowest of the compared OMol25 structures with the same formula, charge and spin, kcal/mol: 0.0
⟨S²⟩: 2.01
Multiplicity: 3
Orbital gap (alpha / beta), eV: 6.5746 / 6.8837
Highest occupied orbital energy (alpha / beta), Eh: -0.23076 / -0.41940
E, eV: -12228.395

How is the electron density shared among the atoms? According to Löwdin, the charges in e are: O 0.229; O 0.194; O 0.324; N 0.188; N 0.232; C -0.296; C -0.562; C -0.308

=====

A 2-piece molecular cluster, C3N3P overall, computed with ωB97M-V/def2-TZVPD.

Bonds (Å) are listed after each position.
Positions of all 7 atoms, in Å:
1 P -0.631 -0.394 -0.995  C5 1.767, C7 1.765
2 N 1.528 1.541 -1.260  C5 1.146
3 N 1.024 -2.381 0.337  C7 1.146
4 N -1.647 1.274 2.067  C6 1.136
5 C 0.690 0.774 -1.116  P1 1.767, N2 1.146
6 C -1.342 0.749 1.106  N4 1.136
7 C 0.378 -1.563 -0.140  P1 1.765, N3 1.146

Output
Energy above the lowest of the compared OMol25 structures with the same formula, charge and spin, kcal/mol: 38.5
Orbital gap (alpha / beta), eV: 8.7002 / 8.6996
Highest occupied orbital energy (alpha / beta), Eh: -0.44525 / -0.44523
E, eV: -16865.747

How is the electron density shared among the atoms? According to Löwdin, the charges in e are: P 1.027; N 0.142; N 0.143; N -0.006; C -0.526; C -0.266; C -0.514

=====

The calculation returns the following strongest force on any atom values, one per record and in order: 4.28 1.73 12.59 5.55 eV/Å.